DFT (wB97M-V/def2-TZVPD) results for 11 unconnected molecules or ions with the total composition C29H78N2O11.

CARTESIAN COORDINATES (ANGSTROEM)
C1 1.73 -1.42 -7.38
C2 1.44 -2.13 -6.05
C3 2.66 -2.24 -5.17
C4 0.34 -1.28 -5.36
C5 -1.05 -1.43 -5.88
C6 -1.42 -2.93 -5.82
C7 -0.51 -3.76 -6.75
C8 -0.76 -5.20 -6.33
C9 -0.80 -3.60 -8.27
N1 0.93 -3.51 -6.35
O1 1.87 -4.29 -7.04
H1 2.09 -0.39 -7.31
H2 2.41 -1.93 -8.06
H3 0.79 -1.47 -7.93
H4 3.44 -2.86 -5.60
H5 3.14 -1.26 -5.15
H6 2.51 -2.55 -4.13
H7 0.41 -1.51 -4.30
H8 0.60 -0.22 -5.46
H9 -1.78 -0.86 -5.30
H10 -1.14 -0.98 -6.87
H11 -2.46 -3.10 -6.12
H12 -1.43 -3.32 -4.81
H13 -1.76 -5.39 -5.94
H14 -0.13 -5.54 -5.51
H15 -0.47 -5.87 -7.15
H16 -1.76 -4.06 -8.48
H17 0.00 -4.08 -8.83
H18 -0.84 -2.58 -8.65
H19 2.16 -4.86 -6.33
C10 1.07 -5.37 7.10
C11 1.56 -5.43 5.62
C12 3.00 -5.94 5.67
C13 0.66 -6.42 4.86
C14 -0.73 -5.74 4.46
C15 -0.50 -4.41 3.78
C16 0.36 -3.40 4.49
C17 0.77 -2.33 3.41
C18 -0.52 -2.76 5.63
N2 1.60 -4.06 5.00
O2 2.47 -3.15 5.62
H20 1.02 -6.30 7.66
H21 1.65 -4.65 7.67
H22 0.06 -4.97 7.13
H23 3.72 -5.35 6.25
H24 2.97 -6.93 6.14
H25 3.44 -6.10 4.69
H26 1.14 -6.60 3.90
H27 0.60 -7.39 5.34
H28 -1.24 -6.42 3.77
H29 -1.45 -5.67 5.27
H30 -1.48 -3.94 3.73
H31 -0.25 -4.59 2.74
H32 1.37 -2.74 2.60
H33 1.31 -1.49 3.84
H34 -0.17 -1.97 3.00
H35 -1.32 -2.19 5.16
H36 0.05 -2.00 6.16
H37 -1.05 -3.44 6.31
H38 3.27 -3.29 5.12
C19 0.44 2.80 0.31
C20 0.15 2.23 -1.14
O3 -1.22 2.15 -1.30
H39 1.47 2.71 0.68
H40 -0.20 2.31 1.04
H41 0.26 3.87 0.32
H42 0.63 1.26 -1.20
H43 0.63 2.80 -1.94
H44 -1.53 2.95 -1.73
C21 3.72 6.69 -1.62
C22 4.90 7.56 -2.11
O4 5.68 6.86 -3.04
H45 2.90 7.28 -1.23
H46 3.90 5.88 -0.91
H47 3.33 6.26 -2.55
H48 5.55 7.81 -1.28
H49 4.49 8.45 -2.59
H50 6.30 6.37 -2.49
C23 5.21 0.05 1.54
O5 6.47 -0.56 1.43
H51 4.95 0.22 2.58
H52 5.21 0.99 0.99
H53 4.54 -0.65 1.03
H54 6.77 -0.51 0.51
C24 -3.98 -1.94 -1.00
O6 -4.17 -0.55 -0.69
H55 -2.94 -2.25 -0.86
H56 -4.66 -2.67 -0.56
H57 -4.19 -2.12 -2.05
H58 -3.45 -0.10 -1.14
C25 -3.70 6.03 -2.23
O7 -2.81 5.30 -3.03
H59 -3.56 7.11 -2.21
H60 -4.71 5.75 -2.54
H61 -3.67 5.72 -1.19
H62 -3.05 5.40 -3.96
C26 -3.98 1.38 3.93
O8 -4.50 0.28 3.15
H63 -4.44 2.33 3.69
H64 -3.92 1.24 5.01
H65 -2.96 1.62 3.63
H66 -4.32 0.48 2.23
C27 -6.29 3.34 0.25
O9 -6.48 4.60 0.88
H67 -6.59 3.43 -0.80
H68 -5.24 3.05 0.19
H69 -6.91 2.54 0.66
H70 -6.46 4.57 1.84
C28 -2.35 7.00 3.74
O10 -1.27 7.21 2.83
H71 -2.57 5.96 3.50
H72 -1.97 6.99 4.76
H73 -3.18 7.66 3.50
H74 -1.44 8.09 2.49
C29 2.07 6.20 5.45
O11 1.91 5.36 4.35
H75 3.07 6.05 5.88
H76 2.02 7.25 5.15
H77 1.34 5.94 6.22
H78 1.16 5.67 3.83

Computed properties:
HOMO-LUMO gap = 8.212 eV
electronic energy = -2088.54952 Ha
ΔE to the lowest compared entry with this formula, charge and spin = 3.0012 eV
HOMO = -8.0 eV
SMILES = CC1(C)CCCC(C)(C)N1O.CC1(C)CCCC(C)(C)N1O.CCO.CCO.CO.CO.CO.CO.CO.CO.CO

Atomic partial charges in e from the Mulliken method, atoms 1 to 8: atom 1 (C): -1.632, atom 2 (C): 1.606, atom 3 (C): -1.971, atom 4 (C): -1.136, atom 5 (C): -0.729, atom 6 (C): -1.552, atom 7 (C): 1.782, atom 8 (C): -1.935

=====

DFT (wB97M-V/def2-TZVPD) results for a gas-phase ion, C13H7N6O6 (charge -1).

CARTESIAN COORDINATES (ANGSTROEM)
O1 2.27 2.73 2.99
N1 1.03 2.61 3.01
O2 0.26 3.59 3.15
C1 0.41 1.30 2.79
C2 -1.00 1.16 2.57
C3 -1.56 -0.10 2.24
N2 -2.95 -0.31 2.52
O3 -3.61 0.66 2.97
O4 -3.45 -1.48 2.45
C4 -0.81 -1.39 1.98
N3 -1.29 -1.97 0.69
C5 -1.05 -1.30 -0.42
N4 -1.45 -1.94 -1.54
C6 -1.99 -3.12 -1.09
C7 -2.52 -4.18 -1.84
C8 -3.00 -5.28 -1.13
C9 -3.00 -5.37 0.28
C10 -2.46 -4.28 1.02
C11 -1.92 -3.17 0.35
C12 0.63 -1.11 2.24
C13 1.21 0.09 2.69
N5 2.39 -0.14 3.39
O5 2.59 -1.47 3.32
N6 1.49 -2.11 2.62
O6 1.46 -3.35 2.55
H1 -1.64 2.00 2.87
H2 -1.17 -2.32 2.56
H3 -0.53 -0.34 -0.26
H4 -2.51 -4.07 -2.93
H5 -3.41 -6.12 -1.71
H6 -3.42 -6.27 0.77
H7 -2.49 -4.30 2.11

Computed properties:
HOMO-LUMO gap = 7.186 eV
electronic energy = -1279.31084 Ha
charge = -1
HOMO = -5.2 eV
SMILES = O=[N+]([O-])C1=CC(=[N+]([O-])[O-])[C@@H](n2cnc3ccccc32)c2c1no[n+]2[O-]

Atomic partial charges in e from the Mulliken method, atoms 1 to 8: atom 1 (O): -0.608, atom 2 (N): 0.865, atom 3 (O): -0.656, atom 4 (C): -0.377, atom 5 (C): -0.515, atom 6 (C): -0.460, atom 7 (N): 0.941, atom 8 (O): -0.702

=====

DFT (wB97M-V/def2-TZVPD) results for 9 unconnected molecules or ions with the total composition C22H54IN2O13S.

CARTESIAN COORDINATES (ANGSTROEM)
C1 -0.59 -1.18 3.11
C2 -0.27 -0.18 2.52
C3 0.02 0.91 1.58
C4 -0.11 0.51 0.10
C5 -0.88 -0.82 -0.10
N1 -1.28 -0.83 -1.54
C6 -2.20 -1.99 -1.82
I1 -2.99 -1.93 -3.82
C7 -1.53 -3.35 -1.55
C8 -2.23 -4.01 -0.32
C9 -0.15 -0.69 -2.51
C10 1.05 0.20 -2.02
C11 1.12 1.52 -2.84
C12 0.51 2.75 -2.15
C13 -1.01 2.82 -2.50
C14 -1.90 3.43 -1.39
C15 -3.23 2.66 -1.19
C16 -3.43 2.20 0.25
O1 -4.83 1.92 0.41
C17 -5.15 1.44 1.63
O2 -4.57 1.74 2.64
C18 -6.25 0.46 1.70
C19 -6.39 -0.47 0.68
N2 1.16 0.39 -0.59
C20 2.10 -0.52 0.09
C21 3.36 0.26 0.59
C22 3.50 0.26 2.13
S1 3.64 1.94 2.73
O3 5.00 2.36 2.87
O4 2.87 2.84 1.92
O5 2.91 1.92 4.18
H1 -0.89 -2.09 3.58
H2 -0.67 1.73 1.81
H3 1.02 1.29 1.81
H4 -0.76 1.25 -0.37
H5 -0.30 -1.69 0.19
H6 -1.80 -0.80 0.48
H7 -1.88 0.00 -1.66
H8 -3.06 -1.83 -1.17
H9 -0.47 -3.27 -1.33
H10 -1.65 -4.05 -2.37
H11 -3.02 -4.68 -0.67
H12 -2.68 -3.27 0.34
H13 -1.52 -4.57 0.29
H14 -0.57 -0.22 -3.39
H15 0.19 -1.67 -2.85
H16 1.95 -0.35 -2.33
H17 0.71 1.40 -3.85
H18 2.19 1.73 -2.98
H19 0.95 3.66 -2.56
H20 0.66 2.76 -1.07
H21 -1.35 1.79 -2.65
H22 -1.16 3.31 -3.46
H23 -2.11 4.46 -1.66
H24 -1.34 3.39 -0.45
H25 -3.31 1.78 -1.84
H26 -4.07 3.30 -1.42
H27 -2.91 1.25 0.45
H28 -3.09 2.94 0.97
H29 -6.92 0.47 2.55
H30 -6.12 -1.51 0.83
H31 -6.79 -0.18 -0.30
H32 2.48 -1.31 -0.57
H33 1.64 -1.03 0.94
H34 4.24 -0.26 0.20
H35 3.35 1.24 0.14
H36 4.43 -0.24 2.41
H37 2.69 -0.30 2.60
H38 2.17 1.30 4.06
O6 0.37 -4.94 -3.54
H39 0.82 -5.64 -4.03
H40 0.27 -4.23 -4.19
O7 -4.18 3.19 5.19
H41 -3.87 2.71 4.42
H42 -4.72 2.55 5.66
O8 5.61 -2.07 -0.38
H43 5.44 -3.01 -0.28
H44 6.58 -2.01 -0.34
O9 -7.66 -0.41 -2.35
H45 -8.44 -0.96 -2.41
H46 -7.71 0.15 -3.13
O10 7.86 -3.66 -1.51
H47 8.29 -4.36 -2.02
H48 7.80 -2.92 -2.13
O11 4.77 4.75 5.32
H49 5.13 4.28 4.56
H50 4.20 4.10 5.75
O12 -0.01 2.90 4.26
H51 0.93 2.88 4.44
H52 -0.15 3.74 3.81
O13 9.79 -6.16 -2.25
H53 9.61 -7.09 -2.14
H54 10.75 -6.09 -2.20

Computed properties:
HOMO-LUMO gap = 7.770 eV
electronic energy = -2653.72084 Ha
charge = +1
HOMO = -10.7 eV

Atomic partial charges in e from the Mulliken method, atoms 1 to 8: atom 1 (C): -0.359, atom 2 (C): -0.758, atom 3 (C): 0.024, atom 4 (C): 2.115, atom 5 (C): -1.566, atom 6 (N): 1.068, atom 7 (C): -1.100, atom 8 (I): 0.141

=====

DFT (wB97M-V/def2-TZVPD) results for 3 unconnected molecules or ions with the total composition C4H14O4.

CARTESIAN COORDINATES (ANGSTROEM)
O1 2.14 -1.80 -2.31
C1 1.54 -1.56 -1.05
C2 0.42 -0.53 -0.95
C3 0.92 0.66 -0.03
C4 1.10 0.28 1.46
O2 -0.04 -0.14 2.11
H1 2.17 -1.01 -2.88
H2 1.11 -2.58 -0.83
H3 2.30 -1.41 -0.21
H4 -0.49 -0.90 -0.51
H5 0.23 -0.13 -1.95
H6 0.13 1.49 -0.21
H7 1.94 1.00 -0.36
H8 1.32 1.29 1.98
H9 1.94 -0.44 1.50
H10 -0.44 -1.03 1.77
O3 -2.22 1.18 1.28
H11 -2.71 1.56 2.06
H12 -1.38 1.15 1.64
O4 -3.49 0.63 -0.89
H13 -2.56 0.83 -0.53
H14 -3.94 1.45 -1.09

Computed properties:
HOMO-LUMO gap = 10.925 eV
electronic energy = -461.69926 Ha
ΔE to the lowest compared entry with this formula, charge and spin = 1.5512 eV
HOMO = -10.3 eV
SMILES = OCCCCO.O.O

Atomic partial charges in e from the Mulliken method, atoms 1 to 8: atom 1 (O): -0.524, atom 2 (C): -0.232, atom 3 (C): -0.542, atom 4 (C): -0.514, atom 5 (C): -0.482, atom 6 (O): -0.572, atom 7 (H): 0.307, atom 8 (H): 0.230

=====

DFT (wB97M-V/def2-TZVPD) results for a molecular structure, C35H29BrN4O3PPdS.

CARTESIAN COORDINATES (ANGSTROEM)
Pd1 0.01 -0.12 0.53
O1 3.74 1.67 0.82
S1 2.49 1.22 1.36
O2 1.40 2.17 1.42
O3 2.02 -0.04 0.64
C1 2.70 0.67 3.02
C2 3.94 0.76 3.62
C3 4.06 0.44 4.97
C4 2.94 0.05 5.69
C5 1.70 -0.05 5.06
C6 1.56 0.25 3.71
P1 -0.09 0.04 2.92
C7 -0.69 -1.50 3.68
C8 -2.04 -1.67 3.99
C9 -2.50 -2.89 4.46
C10 -1.62 -3.96 4.61
C11 -0.28 -3.80 4.28
C12 0.18 -2.58 3.82
C13 -1.09 1.38 3.64
C14 -1.23 2.56 2.90
C15 -1.95 3.63 3.42
C16 -2.52 3.54 4.68
C17 -2.37 2.37 5.43
C18 -1.65 1.30 4.91
H1 4.79 1.10 3.04
H2 5.02 0.51 5.45
H3 3.02 -0.18 6.74
H4 0.84 -0.38 5.64
H5 -2.74 -0.86 3.85
H6 -3.55 -3.01 4.71
H7 -1.98 -4.91 4.99
H8 0.41 -4.62 4.39
H9 1.23 -2.46 3.56
H10 -0.74 2.64 1.94
H11 -2.04 4.54 2.85
H12 -3.07 4.37 5.09
H13 -2.80 2.30 6.42
H14 -1.54 0.41 5.51
Br1 -5.39 -5.10 0.63
C19 -4.36 -3.54 0.52
C20 -3.07 -3.53 1.02
C21 -2.31 -2.38 0.95
C22 -2.83 -1.22 0.39
C23 -4.11 -1.26 -0.16
C24 -4.88 -2.40 -0.08
N1 -1.99 -0.06 0.27
C25 -2.47 1.08 -0.03
C26 -1.60 2.17 -0.49
C27 -2.01 3.48 -0.51
C28 -1.13 4.44 -0.99
C29 0.12 4.04 -1.43
C30 0.45 2.69 -1.38
N2 -0.39 1.77 -0.93
H15 -2.65 -4.43 1.47
H16 -1.29 -2.39 1.31
H17 -4.52 -0.41 -0.69
H18 -5.88 -2.42 -0.50
H19 -3.55 1.24 -0.01
H20 -3.00 3.75 -0.16
H21 -1.41 5.49 -1.01
H22 0.84 4.76 -1.80
H23 1.42 2.34 -1.71
N3 1.67 -2.93 0.39
C31 0.83 -2.93 -0.70
C32 0.64 -4.10 -1.46
C33 -0.23 -4.08 -2.52
C34 -0.91 -2.90 -2.83
C35 -0.67 -1.81 -2.03
N4 0.15 -1.82 -0.97
H24 2.31 -3.70 0.45
H25 2.07 -2.03 0.63
H26 1.20 -4.99 -1.20
H27 -0.38 -4.98 -3.11
H28 -1.58 -2.84 -3.67
H29 -1.17 -0.87 -2.23

Computed properties:
HOMO-LUMO gap = 7.420 eV
electronic energy = -5237.19760 Ha
charge = +1
ΔE to the lowest compared entry with this formula, charge and spin = 0.1192 eV
HOMO = -11.2 eV

Atomic partial charges in e from the Mulliken method, atoms 1 to 8: atom 1 (Pd): 0.631, atom 2 (O): -0.730, atom 3 (S): 1.309, atom 4 (O): -0.631, atom 5 (O): -0.836, atom 6 (C): 0.150, atom 7 (C): -0.481, atom 8 (C): -0.681

=====

DFT (wB97M-V/def2-TZVPD) results for a molecular structure, C38H50N5O6PS2Zr.

CARTESIAN COORDINATES (ANGSTROEM)
Zr1 -0.09 -0.41 -0.47
O1 0.57 -4.72 -1.29
C1 0.16 -3.48 -1.30
O2 -0.32 -2.90 -0.34
C2 0.21 -2.82 -2.63
C3 0.52 -3.44 -3.83
C4 0.40 -2.70 -5.00
C5 -0.06 -1.39 -4.93
C6 -0.34 -0.85 -3.68
N1 -0.18 -1.56 -2.57
C7 -0.92 0.50 -3.40
O3 -1.28 1.30 -4.38
O4 -1.13 0.84 -2.25
H1 0.56 -5.08 -0.39
H2 0.85 -4.47 -3.84
H3 0.65 -3.14 -5.95
H4 -0.18 -0.82 -5.84
H5 -1.08 0.94 -5.26
C8 -3.31 -3.39 1.07
C9 -3.78 -2.01 0.58
P1 -2.88 -1.41 -0.90
C10 -3.09 -2.81 -2.08
C11 -4.53 -3.24 -2.34
C12 -3.96 -0.11 -1.66
C13 -5.39 0.01 -1.13
H6 -3.79 -3.62 2.02
H7 -2.23 -3.45 1.20
H8 -3.60 -4.17 0.37
H9 -3.65 -1.24 1.35
H10 -4.84 -2.04 0.36
H11 -2.51 -3.66 -1.70
H12 -2.61 -2.51 -3.02
H13 -5.03 -3.55 -1.43
H14 -4.55 -4.08 -3.03
H15 -5.11 -2.44 -2.79
H16 -3.97 -0.33 -2.73
H17 -3.46 0.85 -1.55
H18 -5.96 -0.91 -1.26
H19 -5.91 0.80 -1.67
H20 -5.40 0.27 -0.08
C14 4.58 5.99 -3.17
C15 3.76 4.84 -2.67
C16 2.54 5.04 -2.04
C17 1.78 3.98 -1.57
C18 0.46 4.29 -0.91
C19 2.26 2.67 -1.76
C20 3.48 2.44 -2.43
C21 4.03 1.05 -2.67
C22 4.21 3.53 -2.85
C23 1.48 1.53 -1.28
O5 0.85 1.56 -0.16
O6 1.34 0.45 -1.93
H21 4.15 6.95 -2.86
H22 4.64 5.98 -4.26
H23 5.60 5.94 -2.79
H24 2.17 6.05 -1.91
H25 0.10 5.26 -1.25
H26 0.55 4.34 0.18
H27 -0.32 3.55 -1.13
H28 3.95 0.42 -1.79
H29 5.08 1.12 -2.94
H30 3.50 0.55 -3.48
H31 5.16 3.36 -3.34
S1 -2.09 1.20 0.66
C24 -1.54 2.02 2.08
N2 -0.33 2.55 2.16
C25 0.14 3.32 3.31
C26 -1.04 3.97 4.00
C27 -2.08 2.91 4.31
N3 -2.39 2.16 3.10
H32 0.25 2.44 1.34
H33 0.84 4.07 2.94
H34 0.68 2.66 3.99
H35 -1.48 4.74 3.35
H36 -0.72 4.46 4.92
H37 -3.01 3.36 4.68
H38 -1.71 2.23 5.09
H39 -3.29 1.74 2.98
S2 2.29 -1.47 -0.31
C28 2.69 -2.38 1.16
C29 3.97 -2.18 1.68
C30 4.38 -2.82 2.84
C31 3.52 -3.67 3.52
C32 2.25 -3.88 3.01
C33 1.83 -3.25 1.84
H40 4.65 -1.52 1.16
H41 5.39 -2.65 3.21
H42 3.84 -4.16 4.42
H43 1.57 -4.55 3.52
H44 0.83 -3.42 1.48
N4 0.80 -1.15 5.89
C34 0.59 -0.97 4.57
C35 -0.57 -1.43 3.93
C36 -0.72 -1.23 2.59
N5 0.19 -0.60 1.81
C37 1.29 -0.14 2.43
C38 1.52 -0.28 3.78
H45 0.18 -1.74 6.43
H46 1.68 -0.92 6.31
H47 -1.34 -1.96 4.49
H48 -1.62 -1.58 2.09
H49 2.01 0.36 1.80
H50 2.44 0.11 4.20

Computed properties:
HOMO-LUMO gap = 6.203 eV
electronic energy = -3387.89386 Ha
charge = +2
ΔE to the lowest compared entry with this formula, charge and spin = 0.0000 eV
HOMO = -12.2 eV

Atomic partial charges in e from the Mulliken method, atoms 1 to 8: atom 1 (Zr): -0.503, atom 2 (O): -0.516, atom 3 (C): -0.595, atom 4 (O): 0.149, atom 5 (C): -0.001, atom 6 (C): -1.024, atom 7 (C): -1.122, atom 8 (C): -0.936

=====

DFT (wB97M-V/def2-TZVPD) results for 5 unconnected molecules or ions with the total composition H11NO4.

CARTESIAN COORDINATES (ANGSTROEM)
N1 -0.72 -1.48 -1.43
H1 -1.11 -1.79 -2.32
H2 0.28 -1.57 -1.58
H3 -1.00 -2.23 -0.80
O1 1.09 0.44 2.21
H4 1.51 1.12 2.75
H5 1.34 0.83 1.34
O2 1.44 1.85 -0.06
H6 0.65 1.56 -0.58
H7 2.12 2.17 -0.67
O3 -0.71 1.15 -1.51
H8 -1.24 1.76 -0.96
H9 -1.03 0.18 -1.38
O4 -0.82 -1.69 1.50
H10 -0.15 -1.07 1.82
H11 -1.65 -1.24 1.67

Computed properties:
HOMO-LUMO gap = 11.568 eV
electronic energy = -362.32143 Ha
ΔE to the lowest compared entry with this formula, charge and spin = 0.4508 eV
HOMO = -10.8 eV
SMILES = N.O.O.O.O

Atomic partial charges in e from the Mulliken method, atoms 1 to 8: atom 1 (N): -0.819, atom 2 (H): 0.257, atom 3 (H): 0.246, atom 4 (H): 0.244, atom 5 (O): -0.705, atom 6 (H): 0.303, atom 7 (H): 0.411, atom 8 (O): -0.734

=====

DFT (wB97M-V/def2-TZVPD) results for C6H9N in the gas phase.

CARTESIAN COORDINATES (ANGSTROEM)
C1 3.14 0.52 0.22
C2 2.00 -0.13 -0.12
C3 0.98 -0.57 -0.58
C4 -0.41 -0.92 -0.77
N1 -1.26 -0.52 0.35
C5 -2.65 -0.25 0.01
C6 -1.72 0.86 0.31
H1 3.52 1.22 -0.49
H2 3.64 -0.61 0.21
H3 3.48 0.91 1.16
H4 -0.76 -0.50 -1.73
H5 -0.50 -2.01 -0.87
H6 -3.38 -0.58 0.74
H7 -2.96 -0.36 -1.03
H8 -1.41 1.48 -0.53
H9 -1.75 1.37 1.27

Computed properties:
HOMO-LUMO gap = 9.856 eV
electronic energy = -288.61421 Ha
ΔE to the lowest compared entry with this formula, charge and spin = 4.5669 eV
HOMO = -8.9 eV
SMILES = CC#CCN1CC1

Atomic partial charges in e from the Mulliken method, atoms 1 to 8: atom 1 (C): -1.251, atom 2 (C): -0.112, atom 3 (C): 0.590, atom 4 (C): -0.491, atom 5 (N): -0.333, atom 6 (C): -0.401, atom 7 (C): -0.320, atom 8 (H): 0.249

=====

Number 1: largest force on an atom 2.728 eV Å⁻¹. Number 2: largest force on an atom 3.704 eV Å⁻¹. Number 3: largest force on an atom 2.314 eV Å⁻¹. Number 4: largest force on an atom 3.528 eV Å⁻¹. Number 5: largest force on an atom 0.851 eV Å⁻¹. Number 6: largest force on an atom 0.417 eV Å⁻¹. Number 7: largest force on an atom 1.486 eV Å⁻¹. Number 8: largest force on an atom 5.684 eV Å⁻¹.